Record 1
C22H28BBr2F7N4O4PRu | ωB97M-V/def2-TZVPD

The geometry in XYZ format:
```
70
Properties=species:S:1:pos:R:3:forces:R:3
Ru 0.45290 -0.07490 0.38900 -1.6 1.6 -0.7
Br -3.66120 2.24730 -1.99080 0.0 0.3 0.0
C -2.37590 3.17740 -0.99440 0.4 -1.2 0.3
C -2.47620 4.53050 -0.73070 0.2 0.3 0.2
C -1.52690 5.16080 0.06030 0.0 -0.1 0.0
Br -1.66260 7.02040 0.33030 0.0 -0.3 0.0
C -0.48180 4.41490 0.69020 -0.1 0.2 -0.2
C 0.46660 4.96480 1.57100 0.1 -0.2 0.0
C 1.38560 4.13860 2.17730 -0.2 -0.1 0.0
C 1.35710 2.76610 1.90560 0.4 0.2 0.4
N 0.50160 2.23690 1.05500 0.1 -2.2 -0.7
C -0.39730 3.02400 0.44380 -0.6 0.1 -1.1
C -1.28460 2.37980 -0.51110 -0.3 2.6 1.1
O -1.10850 1.20380 -0.87810 1.8 -2.8 -0.2
H -3.30330 5.09420 -1.14150 0.1 0.0 0.0
H 0.46740 6.02740 1.76660 0.0 0.0 0.0
H 2.10600 4.53130 2.87800 0.1 0.0 0.0
H 2.05010 2.09370 2.39790 -0.1 0.0 0.0
F 0.39690 -0.18150 5.02740 -0.2 0.7 0.7
B 0.63090 -1.00930 4.02560 0.1 0.1 -0.9
F 0.74780 -0.23090 2.75040 0.1 0.2 -0.5
F 1.80070 -1.73670 4.11020 1.0 -0.5 0.2
F -0.37490 -1.92000 3.76170 -1.0 -0.8 -0.1
F -5.92430 -2.69340 -1.50510 0.1 0.2 -0.2
C -5.43970 -2.83880 -0.27590 0.0 -0.2 0.0
F -5.18290 -4.14940 -0.09890 0.0 0.0 0.0
F -6.38200 -2.48770 0.59030 0.0 0.1 0.2
C -4.14600 -2.07380 -0.06730 0.1 0.0 0.1
C -3.83930 -1.52690 1.17190 0.1 0.0 -0.3
C -2.56890 -0.99330 1.35530 -0.4 0.0 0.4
N -1.66820 -0.99330 0.38190 1.1 0.4 0.1
C -1.97660 -1.46880 -0.82080 -0.3 -0.2 -0.5
C -3.20990 -2.03170 -1.09510 0.1 0.1 0.3
H -4.56140 -1.52260 1.97470 0.0 0.0 0.1
H -2.26650 -0.57770 2.31070 0.0 0.0 -0.1
H -1.20690 -1.39720 -1.58540 -0.2 0.0 0.1
H -3.42700 -2.43060 -2.07310 0.0 0.0 -0.1
N 1.30330 -4.28100 2.89190 0.0 -0.1 0.5
C 0.23250 -4.66720 1.94430 -0.6 0.1 -0.6
C -0.11070 -3.43990 1.09600 -0.2 -0.2 0.3
N 1.03530 -2.87140 0.38570 -0.1 0.6 -0.3
C 2.22050 -2.71790 1.23270 0.2 -0.1 0.3
C 2.52790 -3.91640 2.14220 0.6 0.5 -0.4
H 1.49980 -5.02980 3.56400 0.0 0.1 -0.1
H 1.00500 -3.45530 3.44630 0.0 -0.1 0.0
H -0.66010 -4.98350 2.48540 0.2 0.0 0.1
H 0.58830 -5.49740 1.32890 0.1 0.0 0.2
H -0.51500 -2.67540 1.76290 0.0 -0.2 -0.1
H -0.88220 -3.71110 0.37250 0.1 0.0 0.1
H 1.25990 -3.45120 -0.42090 -0.1 0.2 0.0
H 2.07400 -1.84440 1.87400 0.1 -0.1 0.0
H 3.08580 -2.52950 0.59520 0.0 0.0 0.1
H 3.30620 -3.62830 2.85090 -0.1 -0.1 0.0
H 2.86760 -4.78720 1.57690 -0.1 0.0 0.1
C 2.97990 2.19060 -2.58610 0.2 0.2 -0.4
O 2.10280 1.50970 -1.66360 -0.2 -0.8 0.2
P 2.22910 -0.02700 -1.27430 0.9 1.9 0.5
O 3.73330 -0.23030 -0.67970 -1.2 -0.4 -0.7
C 4.08140 0.38470 0.55230 0.0 0.2 0.5
O 2.44230 -0.74590 -2.67900 -0.9 0.5 1.0
C 3.03070 -2.03450 -2.84710 0.2 -0.5 -0.2
H 3.26270 3.14060 -2.13030 0.0 -0.2 0.0
H 2.42710 2.38160 -3.50590 0.0 -0.1 0.1
H 3.86350 1.59160 -2.80490 0.0 0.1 0.0
H 4.95170 -0.13710 0.94150 0.0 0.0 0.0
H 3.24770 0.31250 1.26420 0.2 0.0 0.0
H 4.33960 1.42980 0.38970 -0.1 0.0 0.0
H 3.34800 -2.08670 -3.88760 0.0 0.0 0.1
H 2.28800 -2.81180 -2.65710 0.0 0.0 -0.1
H 3.89470 -2.15670 -2.19440 0.0 0.0 0.0
```
Forces are in eV/Å.

- LUMO energy (spin up / spin down): -8.33 / -8.50 eV
- 2S+1: 2
- Expectation value of S²: 0.994
- Total energy: -209064.56194 eV
- Gap between HOMO and LUMO (spin up / spin down): 4.310 / 3.874 eV
- Charge: +2


Record 2
C5H5NOS | ωB97M-V/def2-TZVPD

The geometry in XYZ format:
```
13
Properties=species:S:1:pos:R:3:forces:R:3
C 0.66220 -2.12442 0.46186 2.3 -1.9 -1.1
C 0.07516 -1.05662 0.02228 0.1 2.7 -2.7
C -1.16966 -0.56969 0.45562 -1.0 -0.5 2.2
C -1.65987 0.65345 0.30802 0.2 -0.2 -1.4
S -1.01696 1.86178 -0.78525 1.1 0.4 0.1
N 0.70371 1.78007 -0.45865 -0.8 1.0 -0.7
C 1.60930 2.49129 -0.87353 0.6 -1.0 1.2
O 2.66565 2.96823 -1.05105 -0.9 0.2 -0.4
H 0.32176 -2.95268 1.06914 -0.3 0.6 0.5
H 1.60723 -2.28741 -0.06509 -0.1 -0.5 0.5
H 0.47468 -0.40276 -0.83135 0.1 -1.5 1.5
H -1.61318 -1.26152 1.17492 -0.7 0.3 -0.2
H -2.66002 0.90028 0.57305 -0.5 0.3 0.6
```
Forces are in eV/Å.

- LUMO energy: 0.04 eV
- 2S+1: 1
- SMILES string: C=C/C=C\SN=C=O
- Total energy: -19636.36964 eV
- Gap between HOMO and LUMO: 8.481 eV


Record 3
C6H5NO5Pb | ωB97M-V/def2-TZVPD

The geometry in XYZ format:
```
18
Properties=species:S:1:pos:R:3:forces:R:3
Pb 0.01167 0.33380 -0.43284 0.0 2.3 2.7
O 0.02892 3.70502 -1.93906 0.0 -3.0 0.9
C 0.02194 2.61136 -1.62141 0.0 4.1 -1.6
C 2.00896 -0.96075 0.68397 3.9 -2.5 0.9
O 2.97188 -1.55884 0.83702 -3.1 1.9 -0.4
C -2.02474 -0.92482 0.66070 -3.9 -2.4 0.8
O -3.00096 -1.50020 0.81090 3.1 1.8 -0.4
C -0.00045 -1.04751 -2.29446 -0.1 -5.9 -7.6
O -0.00171 -1.79928 -3.17496 0.0 3.4 4.0
C -0.05652 3.47402 2.98102 0.0 0.4 0.0
C -0.03466 2.11484 2.38393 0.0 -0.5 0.0
N -0.03837 0.98843 3.13775 0.0 0.7 -0.4
O -0.01019 2.09747 1.11061 0.0 -0.7 1.2
H -0.07286 3.54164 4.10096 0.0 0.0 -1.2
H -0.93130 3.95246 2.47909 0.5 -0.1 0.8
H 0.82342 3.96791 2.50407 -0.5 -0.1 0.8
H -0.02601 0.05506 2.72946 0.0 0.5 0.2
H -0.05461 1.01809 4.15906 0.0 0.2 -0.5
```
Forces are in eV/Å.

- LUMO energy: -9.54 eV
- 2S+1: 1
- Total energy: -23258.92807 eV
- Gap between HOMO and LUMO: 8.148 eV
- Charge: +2